(1)
The following is a quantum chemistry calculation of C33H24N12OPSZr as an isolated structure, from OMol25.

Element x y z (Å)
Zr (0.13, -0.18, -0.13)
N (1.79, -0.42, 3.97)
C (0.79, -0.28, 4.97)
C (1.17, 0.02, 6.27)
C (0.19, 0.19, 7.24)
C (-1.15, 0.09, 6.90)
C (-1.52, -0.18, 5.58)
C (-0.54, -0.39, 4.62)
S (-1.03, -0.86, 3.00)
N (0.38, -0.39, 2.10)
C (1.55, -0.32, 2.65)
C (2.71, -0.06, 1.75)
C (4.03, -0.23, 2.12)
C (5.02, 0.05, 1.20)
C (4.66, 0.49, -0.06)
C (3.32, 0.60, -0.37)
N (2.36, 0.33, 0.51)
H (2.74, -0.27, 4.27)
H (2.21, 0.11, 6.53)
H (0.47, 0.40, 8.26)
H (-1.92, 0.23, 7.65)
H (-2.56, -0.24, 5.31)
H (4.30, -0.60, 3.10)
H (6.06, -0.09, 1.46)
H (5.41, 0.72, -0.81)
H (3.00, 0.88, -1.36)
O (0.53, 1.35, -1.58)
C (0.28, 1.95, -0.49)
C (-0.24, 3.30, -0.38)
C (0.33, 4.50, -0.78)
C (-0.37, 5.67, -0.55)
C (-1.63, 5.63, 0.05)
C (-2.21, 4.42, 0.40)
C (-1.51, 3.24, 0.20)
P (-2.15, 1.52, 0.33)
C (-3.17, 1.45, -1.18)
C (-4.29, 2.27, -1.30)
C (-5.04, 2.27, -2.47)
C (-4.66, 1.46, -3.53)
C (-3.54, 0.65, -3.42)
C (-2.81, 0.64, -2.25)
C (-3.25, 1.59, 1.76)
C (-4.44, 0.86, 1.81)
C (-5.23, 0.90, 2.95)
C (-4.83, 1.65, 4.05)
C (-3.64, 2.37, 4.01)
C (-2.85, 2.33, 2.87)
H (1.31, 4.52, -1.25)
H (0.06, 6.62, -0.83)
H (-2.16, 6.55, 0.22)
H (-3.20, 4.41, 0.84)
H (-4.60, 2.90, -0.48)
H (-5.91, 2.90, -2.55)
H (-5.24, 1.45, -4.44)
H (-3.25, 0.01, -4.24)
H (-1.95, -0.03, -2.20)
H (-4.74, 0.26, 0.97)
H (-6.15, 0.34, 2.98)
H (-5.45, 1.68, 4.93)
H (-3.33, 2.96, 4.86)
H (-1.93, 2.90, 2.85)
N (-0.67, -3.75, -0.62)
C (-1.69, -2.92, -0.25)
N (-2.91, -3.32, 0.00)
N (-3.58, -2.19, 0.33)
N (-2.82, -1.18, 0.27)
N (-1.55, -1.58, -0.10)
C (0.64, -3.37, -0.62)
N (1.65, -4.21, -0.55)
N (2.75, -3.42, -0.63)
N (2.44, -2.19, -0.72)
N (1.06, -2.09, -0.73)
H (-0.85, -4.74, -0.56)

Calculated values
Charge = +1
Highest occupied orbital energy = -11.03 eV
E_LUMO = -3.98 eV
Relative energy (zero: lowest compared OMol25 entry of this formula, charge and spin) = 0.0 kcal per mole
Kohn-Sham gap = 7.0423 eV
Multiplicity = 1

Atomic partial charges in e from the Mulliken method, atoms 1 to 5: 0.262, -0.048, 0.002, -0.629, -0.594

---

(2)
The following is a quantum chemistry calculation of a 3-piece molecular cluster, C33H25BO8S overall, from OMol25.

Element x y z (Å)
O (-1.33, 3.73, 5.97)
C (-0.52, 4.30, 5.30)
O (0.02, 3.76, 4.18)
C (1.09, 4.60, 3.70)
C (1.52, 5.32, 4.97)
C (2.54, 6.44, 4.88)
B (3.91, 6.02, 4.22)
O (4.27, 6.51, 2.97)
O (4.83, 5.24, 4.89)
C (0.12, 5.67, 5.53)
S (-0.88, 6.85, 4.60)
H (0.65, 5.25, 2.94)
H (1.86, 4.01, 3.21)
H (1.85, 4.51, 5.62)
H (2.12, 7.31, 4.38)
H (2.76, 6.75, 5.91)
H (3.71, 6.18, 2.27)
H (4.60, 4.31, 4.98)
H (0.22, 5.96, 6.57)
H (0.05, 7.41, 3.83)
C (-3.73, -2.91, -1.25)
C (-3.80, -4.00, -0.39)
C (-3.20, -3.94, 0.86)
C (-2.53, -2.80, 1.25)
C (-2.44, -1.71, 0.38)
C (-3.05, -1.77, -0.86)
C (-1.68, -0.48, 0.76)
O (-1.60, 0.46, 0.00)
C (-1.01, -0.46, 2.09)
C (-0.26, 0.65, 2.44)
C (0.37, 0.70, 3.68)
C (0.23, -0.36, 4.57)
C (-0.51, -1.47, 4.22)
C (-1.13, -1.53, 2.98)
C (-1.91, -2.75, 2.61)
O (-2.03, -3.68, 3.38)
H (-4.19, -2.96, -2.23)
H (-4.31, -4.90, -0.70)
H (-3.26, -4.79, 1.53)
H (-2.99, -0.91, -1.53)
H (-0.17, 1.47, 1.75)
H (0.95, 1.56, 3.95)
H (0.71, -0.32, 5.54)
H (-0.62, -2.31, 4.90)
C (1.77, -0.27, -3.25)
C (0.66, -0.66, -2.51)
C (-0.16, -1.69, -2.96)
C (0.13, -2.32, -4.17)
C (1.23, -1.91, -4.92)
C (2.06, -0.90, -4.45)
C (1.54, -2.55, -6.23)
O (2.50, -2.21, -6.89)
C (0.62, -3.61, -6.72)
C (0.85, -4.19, -7.97)
C (0.02, -5.19, -8.44)
C (-1.05, -5.62, -7.66)
C (-1.29, -5.05, -6.42)
C (-0.46, -4.04, -5.95)
C (-0.76, -3.42, -4.63)
O (-1.69, -3.80, -3.95)
H (2.41, 0.52, -2.89)
H (0.42, -0.17, -1.57)
H (-1.02, -2.00, -2.39)
H (2.91, -0.60, -5.04)
H (1.69, -3.85, -8.56)
H (0.20, -5.63, -9.41)
H (-1.70, -6.41, -8.03)
H (-2.12, -5.38, -5.82)

Calculated values
Highest occupied orbital energy = -9.71 eV
E_LUMO = -0.98 eV
SMILES string = O=C1OC[C@@H](CB(O)O)[C@H]1S.O=C1c2ccccc2C(=O)c2ccccc21.O=C1c2ccccc2C(=O)c2ccccc21
Kohn-Sham gap = 8.7294 eV
Multiplicity = 1

Atomic partial charges in e from the Mulliken method, atoms 1 to 5: -0.580, 0.196, -0.258, -0.697, 0.070

---

(3)
The following is a quantum chemistry calculation of C33H25BrN4OPTi as an isolated structure, from OMol25.

Element x y z (Å)
Ti (0.81, 0.27, 0.79)
N (2.65, 0.40, -0.44)
C (3.43, 1.65, -0.53)
C (4.75, 1.59, -0.93)
C (5.48, 2.77, -1.05)
C (4.89, 3.99, -0.76)
C (3.57, 4.04, -0.35)
C (2.83, 2.87, -0.22)
P (1.12, 2.82, 0.33)
C (1.21, 2.23, 2.05)
C (2.39, 1.69, 2.57)
C (2.36, 0.69, 3.54)
C (1.14, 0.20, 3.99)
C (-0.05, 0.75, 3.51)
C (-0.02, 1.76, 2.56)
C (0.35, 4.43, 0.32)
C (0.56, 5.33, 1.36)
C (-0.03, 6.58, 1.31)
C (-0.83, 6.93, 0.23)
C (-1.04, 6.03, -0.81)
C (-0.46, 4.78, -0.77)
H (2.31, 0.17, -1.38)
H (3.30, -0.36, -0.22)
H (5.21, 0.64, -1.18)
H (6.51, 2.72, -1.37)
H (5.46, 4.90, -0.87)
H (3.10, 4.99, -0.13)
H (3.35, 2.02, 2.17)
H (3.28, 0.29, 3.93)
H (1.11, -0.61, 4.71)
H (-1.01, 0.38, 3.87)
H (-0.95, 2.15, 2.15)
H (1.18, 5.06, 2.21)
H (0.12, 7.29, 2.12)
H (-1.29, 7.91, 0.19)
H (-1.66, 6.31, -1.65)
H (-0.63, 4.07, -1.57)
Br (-4.06, -4.35, -6.39)
C (-3.95, -4.74, -4.55)
C (-5.11, -4.99, -3.83)
C (-5.02, -5.30, -2.48)
C (-3.78, -5.30, -1.86)
C (-2.62, -5.08, -2.59)
C (-2.70, -4.81, -3.94)
N (-3.75, -5.65, -0.47)
N (-3.13, -4.98, 0.36)
C (-2.54, -3.71, 0.06)
C (-3.23, -2.66, -0.47)
C (-2.67, -1.36, -0.56)
C (-1.40, -1.15, -0.11)
O (-0.73, 0.03, -0.10)
C (-0.68, -2.22, 0.48)
N (0.55, -1.89, 0.97)
C (1.27, -2.84, 1.55)
C (0.80, -4.15, 1.69)
C (-0.44, -4.48, 1.22)
C (-1.23, -3.50, 0.58)
H (-6.07, -4.97, -4.32)
H (-5.91, -5.54, -1.91)
H (-1.65, -5.15, -2.11)
H (-1.81, -4.66, -4.53)
H (-4.24, -2.81, -0.83)
H (-3.24, -0.55, -0.99)
H (2.25, -2.57, 1.93)
H (1.43, -4.89, 2.18)
H (-0.84, -5.48, 1.34)

Calculated values
Charge = +2
Highest occupied orbital energy (alpha / beta) = -12.42 / -12.42 eV
E_LUMO (alpha / beta) = -6.78 / -6.66 eV
Relative energy (zero: lowest compared OMol25 entry of this formula, charge and spin) = 0.0 kcal per mole
Kohn-Sham gap (alpha / beta) = 5.6374 / 5.7641 eV
Multiplicity = 2

Atomic partial charges in e from the Mulliken method, atoms 1 to 5: 0.595, -0.116, 0.279, -0.689, -0.648

---

(4)
The following is a quantum chemistry calculation of C33H25Cl3N2OS5Ti as an isolated structure, from OMol25.

Element x y z (Å)
Ti (0.80, -0.17, -0.79)
S (2.76, 0.90, -1.68)
C (4.05, -0.23, -1.25)
C (5.14, -0.40, -2.10)
C (6.18, -1.26, -1.76)
C (6.15, -1.96, -0.56)
C (5.08, -1.79, 0.30)
C (4.03, -0.95, -0.06)
S (2.65, -0.72, 1.02)
C (2.04, -2.43, 1.21)
C (0.61, -2.32, 1.63)
C (0.21, -2.72, 2.89)
C (-1.12, -2.58, 3.25)
C (-2.01, -2.10, 2.31)
C (-1.54, -1.73, 1.05)
C (-2.54, -1.30, 0.01)
S (-1.85, -1.00, -1.63)
C (-1.48, -2.68, -2.08)
C (-2.55, -3.56, -2.28)
C (-2.32, -4.88, -2.59)
C (-1.01, -5.33, -2.75)
C (0.05, -4.45, -2.60)
C (-0.16, -3.11, -2.26)
S (1.25, -2.05, -2.16)
N (-0.25, -1.80, 0.73)
H (5.16, 0.14, -3.04)
H (7.01, -1.39, -2.44)
H (6.96, -2.62, -0.30)
H (5.06, -2.31, 1.25)
H (2.63, -2.96, 1.96)
H (2.13, -2.90, 0.23)
H (0.93, -3.13, 3.58)
H (-1.47, -2.86, 4.24)
H (-3.07, -2.00, 2.53)
H (-3.06, -0.39, 0.32)
H (-3.30, -2.08, -0.08)
H (-3.56, -3.19, -2.18)
H (-3.15, -5.56, -2.73)
H (-0.82, -6.36, -3.00)
H (1.06, -4.79, -2.75)
Cl (-2.38, 3.19, -3.40)
C (-0.82, 2.63, -4.04)
Cl (-1.07, 1.66, -5.49)
Cl (0.24, 3.99, -4.33)
C (-0.23, 1.75, -3.02)
N (0.07, 1.08, -2.14)
O (0.01, 0.96, 0.71)
S (-1.24, 1.80, 0.44)
C (-0.64, 3.46, 0.19)
C (-1.56, 4.50, 0.14)
C (-1.11, 5.77, -0.19)
C (0.23, 5.98, -0.49)
C (1.13, 4.93, -0.44)
C (0.70, 3.66, -0.10)
C (-2.00, 1.95, 2.04)
C (-1.22, 1.81, 3.18)
C (-1.85, 1.85, 4.42)
C (-3.23, 2.02, 4.49)
C (-3.99, 2.15, 3.34)
C (-3.37, 2.10, 2.10)
H (-2.60, 4.34, 0.36)
H (-1.81, 6.60, -0.22)
H (0.57, 6.98, -0.76)
H (2.18, 5.10, -0.67)
H (1.41, 2.84, -0.05)
H (-0.15, 1.66, 3.10)
H (-1.26, 1.75, 5.32)
H (-3.71, 2.05, 5.46)
H (-5.06, 2.28, 3.41)
H (-3.96, 2.19, 1.19)

Calculated values
Charge = +1
Highest occupied orbital energy (alpha / beta) = -9.50 / -9.85 eV
E_LUMO (alpha / beta) = -2.84 / -2.82 eV
Relative energy (zero: lowest compared OMol25 entry of this formula, charge and spin) = 0.3 kcal per mole
Kohn-Sham gap (alpha / beta) = 6.6543 / 7.0313 eV
Multiplicity = 2

Atomic partial charges in e from the Mulliken method, atoms 1 to 5: 0.723, -0.497, 0.931, -0.742, -0.645

---

(5)
The following is a quantum chemistry calculation of C33H25ClHfN9O4S as an isolated structure, from OMol25.

Element x y z (Å)
Hf (-0.56, -0.03, 0.91)
O (-4.17, -2.09, 1.30)
C (-3.31, -1.24, 1.41)
N (-2.00, -1.37, 1.73)
C (-1.41, -2.60, 2.12)
C (-2.03, -3.85, 2.12)
C (-1.32, -4.95, 2.55)
C (-0.01, -4.83, 2.99)
C (0.62, -3.59, 3.00)
C (-0.08, -2.48, 2.55)
N (0.41, -1.16, 2.50)
C (1.65, -0.79, 2.86)
O (2.61, -1.47, 3.18)
C (1.75, 0.72, 2.88)
C (2.85, 1.34, 3.44)
C (2.81, 2.72, 3.57)
C (1.69, 3.41, 3.14)
C (0.67, 2.71, 2.53)
N (0.69, 1.38, 2.39)
C (-3.66, 0.21, 1.17)
C (-4.97, 0.62, 1.07)
C (-5.24, 1.97, 0.94)
C (-4.18, 2.87, 0.92)
C (-2.89, 2.38, 0.99)
N (-2.62, 1.07, 1.12)
H (-3.06, -3.94, 1.79)
H (-1.80, -5.92, 2.56)
H (0.53, -5.70, 3.34)
H (1.64, -3.49, 3.33)
H (3.68, 0.73, 3.77)
H (3.64, 3.25, 4.03)
H (1.61, 4.48, 3.26)
H (-0.19, 3.23, 2.13)
H (-5.75, -0.13, 1.10)
H (-6.25, 2.33, 0.87)
H (-4.34, 3.93, 0.83)
H (-2.04, 3.04, 0.92)
N (3.82, 4.00, -4.80)
C (2.82, 3.53, -4.00)
C (1.78, 2.76, -4.55)
C (0.78, 2.26, -3.75)
C (0.81, 2.50, -2.38)
C (1.83, 3.25, -1.81)
C (2.83, 3.76, -2.62)
S (-0.50, 1.89, -1.42)
O (-1.74, 2.41, -1.90)
O (-0.15, 2.14, 0.02)
N (-0.43, 0.31, -1.31)
C (-1.19, -0.61, -2.01)
N (-1.44, -0.52, -3.30)
C (-2.22, -1.50, -3.78)
C (-2.71, -2.53, -2.99)
C (-2.36, -2.53, -1.66)
N (-1.58, -1.57, -1.16)
H (3.70, 4.00, -5.79)
H (4.45, 4.71, -4.44)
H (1.76, 2.57, -5.62)
H (-0.02, 1.67, -4.19)
H (1.85, 3.44, -0.75)
H (3.63, 4.35, -2.18)
H (-2.46, -1.45, -4.83)
H (-3.35, -3.30, -3.41)
H (-2.69, -3.30, -0.96)
Cl (2.29, -5.20, -0.61)
C (2.36, -3.48, -0.53)
C (3.52, -2.79, -0.83)
C (3.50, -1.41, -0.76)
C (2.33, -0.78, -0.39)
N (1.21, -1.45, -0.08)
C (1.22, -2.78, -0.16)
H (4.41, -3.33, -1.12)
H (4.38, -0.82, -0.99)
H (2.27, 0.31, -0.35)
H (0.31, -3.31, 0.09)

Calculated values
Charge = +1
Highest occupied orbital energy = -10.20 eV
E_LUMO = -3.01 eV
Relative energy (zero: lowest compared OMol25 entry of this formula, charge and spin) = 12.9 kcal per mole
Kohn-Sham gap = 7.1808 eV
Multiplicity = 1

Atomic partial charges in e from the Mulliken method, atoms 1 to 5: 1.800, -0.699, -0.010, 0.179, 0.641

---

(6)
The following is a quantum chemistry calculation of C33H25F3N5O4S3Sn as an isolated structure, from OMol25.

Element x y z (Å)
Sn (-0.76, 0.72, 0.48)
O (-2.04, 1.01, 3.05)
S (-0.83, 0.78, 3.80)
O (-0.59, 1.65, 4.92)
N (0.33, 0.75, 2.71)
C (1.62, 0.42, 3.01)
C (2.15, 0.21, 4.28)
C (3.50, -0.15, 4.44)
C (4.34, -0.29, 3.38)
C (3.86, -0.06, 2.07)
C (4.67, -0.12, 0.92)
C (4.13, 0.13, -0.31)
C (2.75, 0.40, -0.40)
N (1.96, 0.45, 0.64)
C (2.49, 0.27, 1.87)
C (-0.99, -0.88, 4.45)
C (-0.93, -1.95, 3.57)
C (-1.13, -3.24, 4.03)
C (-1.37, -3.45, 5.38)
C (-1.43, -2.38, 6.26)
C (-1.23, -1.09, 5.80)
H (1.51, 0.34, 5.13)
H (3.87, -0.31, 5.45)
H (5.38, -0.57, 3.51)
H (5.72, -0.36, 1.04)
H (4.73, 0.11, -1.21)
H (2.29, 0.57, -1.36)
H (-0.75, -1.75, 2.52)
H (-1.10, -4.07, 3.35)
H (-1.54, -4.46, 5.75)
H (-1.64, -2.55, 7.31)
H (-1.27, -0.24, 6.46)
F (-0.25, 4.49, -4.91)
C (0.00, 4.19, -3.60)
F (1.19, 4.79, -3.33)
F (-0.93, 4.84, -2.90)
C (0.07, 2.71, -3.38)
C (0.25, 1.88, -4.48)
C (0.43, 0.52, -4.30)
C (0.40, 0.04, -3.01)
N (0.24, 0.81, -1.95)
C (0.06, 2.14, -2.09)
S (-0.14, 3.03, -0.64)
H (0.25, 2.31, -5.48)
H (0.54, -0.14, -5.14)
H (0.52, -1.02, -2.79)
C (-8.59, -2.13, -1.08)
C (-7.19, -1.70, -1.44)
C (-6.57, -2.18, -2.59)
C (-5.27, -1.80, -2.90)
C (-4.60, -0.93, -2.06)
C (-5.21, -0.43, -0.92)
C (-6.50, -0.81, -0.62)
S (-2.89, -0.51, -2.35)
O (-2.46, -1.26, -3.51)
O (-2.83, 0.93, -2.42)
N (-2.13, -0.94, -1.02)
C (-1.78, -2.22, -0.75)
C (-2.47, -3.37, -1.21)
C (-2.09, -4.61, -0.75)
C (-1.00, -4.72, 0.12)
C (-0.35, -3.56, 0.47)
N (-0.72, -2.34, 0.07)
H (-9.12, -2.51, -1.95)
H (-9.15, -1.30, -0.66)
H (-8.56, -2.92, -0.33)
H (-7.10, -2.86, -3.24)
H (-4.77, -2.16, -3.78)
H (-4.65, 0.26, -0.29)
H (-6.99, -0.41, 0.26)
H (-3.29, -3.25, -1.90)
H (-2.63, -5.50, -1.05)
H (-0.68, -5.68, 0.50)
H (0.52, -3.59, 1.12)

Calculated values
Charge = -1
Highest occupied orbital energy = -4.64 eV
E_LUMO = 2.45 eV
Relative energy (zero: lowest compared OMol25 entry of this formula, charge and spin) = 9.4 kcal per mole
Kohn-Sham gap = 7.0823 eV
Multiplicity = 1

Atomic partial charges in e from the Mulliken method, atoms 1 to 5: 0.956, -0.713, 1.309, -0.715, -0.143

---

(7)
The following is a quantum chemistry calculation of C33H26AuN3O4P as an isolated structure, from OMol25.

Element x y z (Å)
Au (0.52, -0.72, -0.59)
O (4.48, -1.51, 3.11)
C (3.36, -1.38, 3.84)
C (3.50, -1.37, 5.23)
C (2.39, -1.29, 6.04)
C (1.11, -1.19, 5.50)
C (0.97, -1.16, 4.13)
C (2.08, -1.25, 3.28)
C (1.85, -1.17, 1.83)
O (0.67, -0.76, 1.44)
N (2.83, -1.45, 1.03)
N (2.47, -1.36, -0.29)
C (3.39, -1.45, -1.19)
C (3.21, -1.38, -2.60)
C (4.36, -1.49, -3.40)
C (4.28, -1.48, -4.77)
C (3.02, -1.37, -5.37)
C (1.89, -1.24, -4.61)
C (1.95, -1.23, -3.20)
O (0.79, -1.10, -2.57)
H (4.23, -1.56, 2.17)
H (4.50, -1.44, 5.64)
H (2.52, -1.30, 7.12)
H (0.24, -1.14, 6.15)
H (-0.01, -1.06, 3.68)
H (4.40, -1.61, -0.82)
H (5.32, -1.60, -2.92)
H (5.17, -1.56, -5.37)
H (2.94, -1.38, -6.45)
H (0.91, -1.16, -5.06)
O (-0.61, -3.64, 0.23)
N (-1.33, -2.53, -0.18)
C (-2.41, -2.39, 0.46)
C (-3.36, -1.31, 0.14)
C (-4.71, -1.64, 0.29)
C (-5.71, -0.75, -0.06)
C (-5.38, 0.50, -0.56)
C (-4.05, 0.86, -0.69)
C (-3.03, -0.03, -0.35)
P (-1.35, 0.65, -0.47)
C (-1.10, 1.63, 1.01)
C (-0.01, 2.50, 1.04)
C (0.25, 3.25, 2.18)
C (-0.57, 3.11, 3.29)
C (-1.63, 2.22, 3.28)
C (-1.90, 1.48, 2.14)
C (-1.36, 1.76, -1.88)
C (-1.53, 3.14, -1.76)
C (-1.49, 3.94, -2.90)
C (-1.29, 3.37, -4.14)
C (-1.13, 1.99, -4.27)
C (-1.16, 1.19, -3.14)
H (0.07, -3.75, -0.44)
H (-2.71, -3.13, 1.21)
H (-4.97, -2.61, 0.68)
H (-6.75, -1.04, 0.05)
H (-6.15, 1.20, -0.84)
H (-3.80, 1.84, -1.06)
H (0.64, 2.59, 0.18)
H (1.09, 3.93, 2.20)
H (-0.37, 3.70, 4.18)
H (-2.26, 2.11, 4.16)
H (-2.73, 0.78, 2.13)
H (-1.70, 3.59, -0.79)
H (-1.62, 5.01, -2.80)
H (-1.25, 4.00, -5.02)
H (-0.98, 1.55, -5.24)
H (-1.00, 0.12, -3.23)

Calculated values
Charge = +1
Highest occupied orbital energy = -10.59 eV
E_LUMO = -4.49 eV
Relative energy (zero: lowest compared OMol25 entry of this formula, charge and spin) = 8.2 kcal per mole
Kohn-Sham gap = 6.1010 eV
Multiplicity = 1

Atomic partial charges in e from the Mulliken method, atoms 1 to 5: 1.430, -0.631, 0.436, -0.681, -0.375

---

Computed values of M (unit: g/mol) for the preceding records, in sequence: 758.90; 592.43; 652.34; 780.14; 857.63; 827.50; 756.53.
Computed values of max |F| (unit: eV/A) for the preceding records, in sequence: 0.90; 0.94; 0.64; 2.65; 0.63; 0.78; 2.33.
Computed values of electronic energy (unit: eV) for the preceding records, in sequence: -75939.316; -62521.594; -145067.937; -154510.267; -80893.282; -96761.144; -60276.456.